DFT (ωB97M-V/def2-TZVPD) results for a molecular structure, C27H65ClIN3O19S6Si2.

molecular weight	1146.75	g mol⁻¹
2S+1	1
F_max	3.0	eV/A
E_LUMO	0.2	eV
energy	-173817.6960	eV

Cartesian coordinates (Å):
C 6.869 2.138 0.406
C 6.004 1.378 -0.647
C 4.552 1.191 -0.078
Cl 4.530 1.018 1.748
Si 3.638 -0.319 -0.803
S 2.330 -1.127 0.697
C 2.524 0.392 -2.191
C 1.330 1.281 -1.634
C -0.068 0.815 -2.122
C -0.656 -0.421 -1.373
N -1.491 -0.040 -0.208
C -1.007 -0.635 1.011
N -0.955 -1.890 1.204
N -0.560 0.268 2.064
O 4.657 -1.445 -1.567
Si 4.819 -2.949 -0.815
C 6.641 -3.480 -1.110
C 7.616 -2.302 -0.998
O 7.676 -1.675 -0.007
O 8.402 -2.027 -2.081
C 3.766 -4.294 -1.696
C 2.453 -3.742 -2.258
O 2.390 -2.984 -3.131
I 0.635 -4.512 -1.321
H 7.753 2.576 -0.102
H 7.276 1.470 1.188
H 6.313 2.960 0.887
H 6.022 2.003 -1.572
H 6.417 0.370 -0.820
H 3.915 2.073 -0.293
H 1.623 -2.172 0.179
H 3.196 1.040 -2.790
H 2.064 -0.414 -2.792
H 1.388 1.370 -0.531
H 1.492 2.294 -2.060
H -0.102 0.628 -3.214
H -0.781 1.649 -1.942
H 0.148 -1.139 -1.143
H -1.326 -0.939 -2.091
H -2.433 -0.396 -0.345
H -0.601 -2.104 2.140
H 0.154 -0.195 2.629
H -0.025 0.983 1.559
H 4.643 -2.951 0.634
H 6.865 -4.177 -0.273
H 6.756 -4.084 -2.032
H 7.895 -2.234 -2.883
H 3.618 -5.133 -0.991
H 4.365 -4.619 -2.571
O -0.449 -1.267 5.719
S 0.235 -2.524 5.662
O -0.200 -3.576 4.793
O 0.390 -3.102 7.146
C -0.794 -3.236 7.949
C -1.614 -4.448 7.551
C 1.951 -2.234 5.370
H -1.390 -2.322 7.904
H -0.454 -3.351 8.978
H -2.042 -4.325 6.556
H -2.433 -4.602 8.255
H -0.992 -5.344 7.527
H 2.301 -1.469 6.059
H 2.059 -1.893 4.340
H 2.494 -3.165 5.513
O -1.933 -6.865 -0.682
S -2.925 -7.692 -0.063
O -2.577 -8.935 0.555
O -4.113 -7.944 -1.105
C -3.781 -8.468 -2.399
C -3.495 -9.957 -2.351
C -3.844 -6.726 1.091
H -2.943 -7.917 -2.830
H -4.648 -8.287 -3.035
H -2.581 -10.164 -1.793
H -3.373 -10.355 -3.359
H -4.306 -10.490 -1.853
H -4.149 -5.799 0.610
H -3.192 -6.515 1.937
H -4.708 -7.298 1.418
O -5.620 -0.457 1.371
S -5.885 0.856 1.880
O -7.021 1.123 2.707
O -5.874 1.900 0.662
C -6.726 1.640 -0.466
C -8.174 1.983 -0.173
C -4.439 1.454 2.679
H -6.622 0.603 -0.791
H -6.363 2.271 -1.278
H -8.595 1.309 0.574
H -8.778 1.902 -1.078
H -8.260 2.997 0.221
H -3.584 1.291 2.025
H -4.314 0.897 3.606
H -4.567 2.512 2.897
O -7.539 5.915 -1.344
S -7.618 6.131 0.070
O -8.783 5.775 0.821
O -7.246 7.656 0.382
C -7.972 8.687 -0.305
C -9.355 8.893 0.282
C -6.210 5.399 0.841
H -8.023 8.468 -1.374
H -7.390 9.601 -0.190
H -9.991 8.026 0.105
H -9.835 9.763 -0.169
H -9.298 9.038 1.362
H -5.316 5.705 0.303
H -6.329 4.317 0.790
H -6.171 5.722 1.879
O 5.440 5.054 -4.184
S 6.657 4.299 -4.184
O 7.330 3.957 -2.967
O 7.701 4.995 -5.175
C 7.998 6.387 -4.980
C 8.943 6.607 -3.814
C 6.416 2.824 -5.121
H 7.077 6.960 -4.857
H 8.472 6.732 -5.899
H 8.465 6.354 -2.867
H 9.254 7.652 -3.767
H 9.827 5.975 -3.909
H 5.948 3.082 -6.068
H 5.765 2.169 -4.544
H 7.380 2.347 -5.279